Entry 1:
Molecular formula: C19H37OsSi2
Method: DFT, wB97M-V/def2-TZVPD

Calculated values
2S+1 = 5
F_max = 1.07 eV Å⁻¹
Molecular weight = 511.91 g/mol
E = -38495.513 eV
Net charge = +3
⟨S²⟩ = 6.0287
Orbital gap (alpha / beta) = 7.341 / 6.773 eV

Last column: Löwdin charge in e.
CARTESIAN COORDINATES (ANGSTROEM)
1 Os 0.2634 0.1052 0.0013  1.499
2 C -2.8128 0.8839 -1.0644  -0.006
3 C -1.4331 0.4549 -1.5013  -0.272
4 C -1.2268 -0.8723 -2.0142  -0.172
5 C -2.3855 -1.8070 -2.1800  0.021
6 C 0.0817 -1.2748 -2.3428  -0.199
7 C 0.3390 -2.7110 -2.6925  0.008
8 C 1.1404 -0.3023 -2.4160  -0.194
9 C 2.5188 -0.7300 -2.8279  0.013
10 C 0.8560 1.0835 -2.2495  -0.209
11 C 1.8403 2.1394 -2.6557  0.026
12 C -0.4153 1.4656 -1.7211  -0.274
13 C -0.7949 2.9158 -1.5852  0.002
14 H -3.3407 1.3019 -1.9274  0.136
15 H -2.7885 1.6510 -0.2960  0.088
16 H -3.3987 0.0511 -0.6897  0.082
17 H -2.5493 -2.4299 -1.2948  0.109
18 H -2.2085 -2.4825 -3.0144  0.112
19 H -3.3052 -1.2615 -2.3739  0.108
20 H 0.2568 -2.8369 -3.7785  0.142
21 H -0.3878 -3.3762 -2.2336  0.098
22 H 1.3337 -3.0445 -2.4131  0.093
23 H 2.6013 -0.6550 -3.9188  0.143
24 H 2.7362 -1.7583 -2.5616  0.089
25 H 3.2944 -0.0976 -2.4047  0.096
26 H 1.8910 2.9671 -1.9522  0.097
27 H 1.4953 2.5544 -3.6099  0.141
28 H 2.8430 1.7609 -2.8125  0.089
29 H 0.0573 3.5737 -1.4536  0.085
30 H -1.5022 3.1005 -0.7831  0.093
31 H -1.2884 3.2001 -2.5219  0.141
32 C 2.4115 0.5158 1.5983  -0.152
33 Si 1.0099 1.4330 2.4744  0.499
34 C 1.1168 1.3087 4.2915  -0.122
35 C 0.7926 3.1205 1.7825  -0.139
36 C -0.5776 0.4218 1.6995  -0.412
37 Si -0.8381 -1.4750 2.1600  0.477
38 C 0.4249 -2.2968 0.9728  -0.152
39 C -2.5590 -1.9158 1.7060  -0.137
40 C -0.3935 -1.7861 3.9068  -0.130
41 H 3.2737 1.1777 1.4706  0.085
42 H 2.2835 0.1530 0.5388  0.005
43 H 2.7138 -0.3833 2.1394  0.068
44 H 1.8925 2.0257 4.5884  0.080
45 H 1.4079 0.3229 4.6476  0.044
46 H 0.1827 1.6107 4.7683  0.073
47 H 1.7254 3.6879 1.8510  0.074
48 H 0.0325 3.6729 2.3417  0.074
49 H 0.4862 3.1060 0.7336  0.007
50 H -1.4742 1.0317 1.8690  0.073
51 H 0.6734 -1.9035 -0.0607  -0.001
52 H 0.0558 -3.2891 0.6921  0.088
53 H 1.4065 -2.4037 1.4400  0.066
54 H -2.8410 -1.5245 0.7284  0.008
55 H -3.2649 -1.5271 2.4442  0.073
56 H -2.6808 -3.0031 1.6867  0.073
57 H 0.6745 -1.7152 4.1100  0.047
58 H -0.7070 -2.8128 4.1291  0.077
59 H -0.9385 -1.1213 4.5790  0.070

Entry 2:
Molecular formula: C4H14N
Method: DFT, wB97M-V/def2-TZVPD

Calculated values
2S+1 = 2
F_max = 2.33 eV Å⁻¹
Molecular weight = 76.16 g/mol
E = -5860.708 eV
Net charge = 0
⟨S²⟩ = 0.7505
Energy relative to the best compared isomer or geometry (same formula, charge and spin) = 1.4991 eV
Orbital gap (alpha / beta) = 4.668 / 12.376 eV

Last column: Löwdin charge in e.
CARTESIAN COORDINATES (ANGSTROEM)
1 C 0.9269 -0.3608 -1.4472  -0.317
2 C 0.9950 -1.2330 -0.2059  -0.122
3 N 1.7537 0.9272 -1.2378  -0.004
4 H 1.0753 -0.8806 -2.3981  0.084
5 H -0.0744 0.0054 -1.8352  0.097
6 H 1.8559 -1.1252 0.4728  0.071
7 H 1.2816 -2.1868 -0.6581  0.067
8 H 2.4993 0.8000 -0.5516  0.047
9 H 2.1059 1.2161 -2.1856  0.040
10 H 1.1343 1.6779 -0.8655  0.034
11 H 0.0819 -1.4597 0.3604  0.059
12 C -1.7486 -0.0659 2.1555  -0.158
13 C -2.0074 0.6199 0.7822  -0.213
14 H -2.1576 0.6592 2.8688  0.067
15 H -2.1435 -1.0901 2.2116  0.064
16 H -0.6663 -0.2302 2.0481  0.037
17 H -1.2637 1.3776 0.4496  0.037
18 H -2.9346 1.2340 0.7613  0.059
19 H -2.2576 -0.1088 0.0082  0.050

Entry 3:
Molecular formula: C5H6O2
Method: DFT, wB97M-V/def2-TZVPD

Calculated values
F_max = 1.26 eV Å⁻¹
Molecular weight = 98.10 g/mol
E = -9375.559 eV
Net charge = 0
Energy relative to the best compared isomer or geometry (same formula, charge and spin) = 1.5362 eV
SMILES string = O=C1CO[C@H]2C[C@@H]12
Orbital gap = 10.482 eV

Last column: Löwdin charge in e.
CARTESIAN COORDINATES (ANGSTROEM)
1 O 1.1797 -1.2132 -1.8121  0.095
2 C 0.5176 -0.5672 -1.0329  -0.342
3 C -1.0424 -0.4333 -1.0597  -0.086
4 O -1.3918 0.6394 -0.1668  -0.096
5 C -0.2394 1.0195 0.6036  -0.246
6 C 0.3367 -0.0754 1.4443  -0.030
7 C 0.9850 0.2891 0.0992  -0.127
8 H -1.4802 -1.3953 -0.7520  0.133
9 H -1.2667 -0.1702 -2.1022  0.136
10 H -0.2532 2.0864 0.9353  0.165
11 H -0.2516 -1.0198 1.4804  0.130
12 H 0.8986 0.1760 2.3584  0.116
13 H 2.0079 0.6640 0.0045  0.151

Entry 4:
Molecular formula: C35H37FMgP2
Method: DFT, wB97M-V/def2-TZVPD

Calculated values
F_max = 1.53 eV Å⁻¹
Molecular weight = 562.93 g/mol
E = -63634.295 eV
Net charge = 0
Energy relative to the best compared isomer or geometry (same formula, charge and spin) = 0.0000 eV
Orbital gap = 8.161 eV

Last column: Löwdin charge in e.
CARTESIAN COORDINATES (ANGSTROEM)
1 Mg -5.6714 -0.6301 3.7110  0.734
2 C -4.6400 -0.0001 5.9344  -0.162
3 C -3.5940 0.4518 5.2242  -0.116
4 C -2.2948 -0.2826 5.0587  -0.176
5 C -2.2006 -1.2496 3.8464  -0.163
6 C -3.4140 -2.0830 3.5700  -0.139
7 C -4.2301 -2.6156 4.5047  -0.139
8 C -4.0296 -2.5325 5.9924  -0.176
9 C -4.6839 -1.3093 6.6874  -0.170
10 C -6.1380 -1.3078 1.7799  -0.244
11 H -5.4598 0.6787 6.1991  0.122
12 H -3.6150 1.4621 4.7941  0.120
13 H -2.0522 -0.8441 5.9705  0.106
14 H -1.4953 0.4707 4.9443  0.115
15 H -1.9689 -0.6545 2.9493  0.097
16 H -1.3183 -1.9002 3.9919  0.130
17 H -3.5733 -2.3380 2.5181  0.111
18 H -5.0651 -3.2590 4.1934  0.128
19 H -2.9663 -2.5806 6.2651  0.106
20 H -4.4925 -3.4315 6.4333  0.121
21 H -5.7421 -1.5469 6.8643  0.112
22 H -4.2353 -1.1923 7.6910  0.128
23 H -7.2297 -1.1528 1.7701  -0.037
24 H -5.9162 -2.3841 1.7720  -0.042
25 H -5.6775 -0.8272 0.9106  -0.052
26 P 1.8362 2.5526 -2.2499  1.009
27 P 1.5547 -0.6997 -3.5797  1.003
28 C 2.9804 1.1740 -1.9922  -0.331
29 C 2.7971 -0.1109 -2.4084  -0.351
30 C 2.9647 3.9987 -2.3619  -0.409
31 C 4.2336 4.0190 -1.7673  -0.101
32 C 5.0444 5.1577 -1.8786  -0.084
33 C 4.5930 6.2805 -2.5749  -0.090
34 C 3.3257 6.2650 -3.1686  -0.090
35 C 2.5164 5.1311 -3.0790  -0.105
36 C 1.1306 2.7591 -0.5554  -0.365
37 C 0.2627 1.7390 -0.1150  -0.104
38 C -0.2793 1.7911 1.1702  -0.089
39 C 0.0367 2.8532 2.0276  -0.096
40 C 0.8845 3.8736 1.5844  -0.087
41 C 1.4093 3.8452 0.2869  -0.084
42 C 2.6812 -1.4851 -4.8337  -0.366
43 C 3.4457 -0.6001 -5.6214  -0.112
44 C 4.3573 -1.0968 -6.5518  -0.093
45 C 4.5180 -2.4770 -6.7202  -0.094
46 C 3.7513 -3.3582 -5.9512  -0.087
47 C 2.8169 -2.8677 -5.0288  -0.085
48 C 0.8954 -2.1822 -2.7289  -0.417
49 C -0.3945 -2.6204 -3.0966  -0.107
50 C -0.9358 -3.7603 -2.5016  -0.088
51 C -0.2099 -4.4625 -1.5315  -0.091
52 C 1.0646 -4.0264 -1.1651  -0.085
53 C 1.6162 -2.8776 -1.7499  -0.099
54 H 3.8753 1.4013 -1.4012  0.056
55 H 3.5233 -0.8715 -2.0892  0.067
56 H 4.6032 3.1591 -1.2116  0.087
57 H 6.0294 5.1534 -1.4133  0.102
58 H 5.2313 7.1677 -2.6541  0.105
59 H 2.9684 7.1455 -3.7053  0.103
60 H 1.5317 5.1143 -3.5555  0.100
61 H 0.0297 0.9046 -0.7826  0.097
62 H -0.9535 1.0014 1.5047  0.084
63 H -0.3842 2.8874 3.0362  0.096
64 H 1.1382 4.7022 2.2456  0.102
65 H 2.0457 4.6639 -0.0586  0.100
66 H 3.3299 0.4792 -5.4828  0.101
67 H 4.9481 -0.4029 -7.1528  0.102
68 H 5.2329 -2.8640 -7.4509  0.102
69 H 3.8726 -4.4344 -6.0695  0.101
70 H 2.2083 -3.5699 -4.4533  0.099
71 H -0.9586 -2.0646 -3.8516  0.101
72 H -1.9284 -4.1042 -2.7950  0.104
73 H -0.6403 -5.3522 -1.0595  0.104
74 H 1.6432 -4.5702 -0.4189  0.102
75 H 2.6023 -2.5360 -1.4407  0.089
76 F -7.1415 -0.7668 4.8259  -0.518

Entry 5:
Molecular formula: C30H58O17S
Method: DFT, wB97M-V/def2-TZVPD

Calculated values
F_max = 6.76 eV Å⁻¹
Molecular weight = 722.84 g/mol
E = -77686.351 eV
Net charge = 0
SMILES string = C=CC[C@]1(O)OS(=O)(=O)O[C@H]1C.CCOC(C)=O.CCOC(C)=O.CCOC(C)=O.CCOC(C)=O.CCOC(C)=O.CCOC(C)=O
Orbital gap = 8.763 eV

Last column: Löwdin charge in e.
CARTESIAN COORDINATES (ANGSTROEM)
1 C 3.3583 1.8745 0.9547  -0.009
2 C 2.7392 2.8546 0.0098  -0.130
3 C 1.4174 3.7779 0.3053  -0.104
4 C -0.0194 2.9984 0.1830  -0.384
5 O -0.5601 3.3998 -1.1480  -0.042
6 O -0.8397 3.7476 1.1922  -0.218
7 S -0.9041 2.5972 2.4581  0.901
8 O -2.1879 2.9549 3.2820  -0.343
9 O 0.3856 2.5629 3.3666  -0.312
10 O -1.1691 1.2386 1.4189  -0.237
11 C -0.1079 1.3771 0.4081  -0.236
12 C -0.6395 0.3986 -0.7951  -0.023
13 H 3.1398 2.0604 2.1086  0.077
14 H 3.9766 0.9246 0.6409  0.049
15 H 3.2964 3.0010 -1.0346  0.109
16 H 1.3865 4.6575 -0.5006  0.135
17 H 1.4380 4.3261 1.3575  0.134
18 H -0.8612 4.3620 -0.9837  0.131
19 H 0.7887 0.7909 0.8789  0.163
20 H -1.3644 0.9428 -1.5707  0.102
21 H -1.2435 -0.5300 -0.3508  0.107
22 H 0.2170 -0.0795 -1.4543  0.097
23 O 3.6163 -0.7589 -0.4263  0.039
24 C 4.2814 -1.6809 -0.8978  -0.476
25 O 4.8702 -2.5821 -0.0828  0.000
26 C 5.4991 -3.7991 -0.5294  -0.222
27 C 6.9386 -3.5477 -0.9305  -0.066
28 C 4.5276 -1.7683 -2.3755  0.008
29 H 4.9163 -4.2746 -1.3236  0.116
30 H 5.4792 -4.4868 0.3222  0.121
31 H 7.0068 -2.8538 -1.7731  0.060
32 H 7.4288 -4.4836 -1.2126  0.076
33 H 7.4935 -3.0946 -0.1023  0.085
34 H 5.3839 -1.1422 -2.6352  0.090
35 H 3.6386 -1.3987 -2.8977  0.095
36 H 4.6884 -2.7835 -2.7336  0.066
37 O -1.6849 -3.5191 0.8408  0.067
38 C -2.2452 -3.1886 1.8855  -0.508
39 O -3.4157 -2.5165 1.8473  -0.010
40 C -4.2466 -2.2572 2.9956  -0.224
41 C -3.7993 -0.9998 3.7133  -0.062
42 C -1.5964 -3.4423 3.2146  0.006
43 H -4.2882 -3.1282 3.6559  0.115
44 H -5.2623 -2.1101 2.6142  0.124
45 H -2.7816 -1.0979 4.1016  0.071
46 H -4.4680 -0.7746 4.5487  0.080
47 H -3.7945 -0.1475 3.0258  0.082
48 H -0.9040 -2.6279 3.4381  0.099
49 H -1.0395 -4.3835 3.1547  0.095
50 H -2.3048 -3.5617 4.0323  0.071
51 O 6.5420 -2.1273 -4.5313  0.075
52 C 7.2071 -3.0492 -5.0028  -0.485
53 O 7.7959 -3.9504 -4.1878  -0.018
54 C 8.4248 -5.1674 -4.6344  -0.225
55 C 9.8643 -4.9160 -5.0355  -0.066
56 C 7.4533 -3.1366 -6.4805  0.009
57 H 7.8420 -5.6429 -5.4286  0.115
58 H 8.4049 -5.8552 -3.7828  0.122
59 H 9.9325 -4.2221 -5.8781  0.069
60 H 10.3545 -5.8519 -5.3176  0.084
61 H 10.4192 -4.4630 -4.2073  0.087
62 H 8.3096 -2.5105 -6.7402  0.100
63 H 6.5643 -2.7671 -7.0027  0.098
64 H 7.6141 -4.1519 -6.8386  0.071
65 O -5.2177 8.1042 -1.0590  0.075
66 C -5.1452 6.9857 -0.5508  -0.505
67 O -3.9579 6.3471 -0.4764  -0.005
68 C -3.7277 5.1343 0.2669  -0.222
69 C -4.0829 3.9168 -0.5623  -0.058
70 C -6.3831 6.2734 -0.0904  0.002
71 H -4.2489 5.1572 1.2283  0.120
72 H -2.6575 5.1119 0.4964  0.098
73 H -5.1443 3.9044 -0.8260  0.069
74 H -3.8515 2.9981 -0.0163  0.083
75 H -3.5235 3.9179 -1.5037  0.083
76 H -6.8370 5.7561 -0.9384  0.097
77 H -7.0872 7.0172 0.2977  0.094
78 H -6.2076 5.5704 0.7220  0.070
79 O 0.6117 -1.3416 -3.8444  0.065
80 C -0.4518 -1.5091 -4.4407  -0.504
81 O -0.8122 -0.6735 -5.4382  -0.006
82 C -1.9276 -0.8917 -6.3238  -0.229
83 C -3.2119 -0.3665 -5.7147  -0.069
84 C -1.4080 -2.5830 -4.0118  0.010
85 H -1.9980 -1.9435 -6.6160  0.113
86 H -1.7092 -0.3312 -7.2385  0.123
87 H -3.4630 -0.8916 -4.7889  0.068
88 H -4.0447 -0.4809 -6.4141  0.082
89 H -3.1091 0.6933 -5.4591  0.085
90 H -2.0314 -2.2058 -3.1983  0.098
91 H -0.8285 -3.4410 -3.6545  0.097
92 H -2.0367 -2.9573 -4.8177  0.070
93 O -6.2967 -0.6342 9.0509  0.074
94 C -5.6748 0.4002 8.8102  -0.507
95 O -6.1047 1.2452 7.8488  -0.009
96 C -5.5709 2.5643 7.6223  -0.228
97 C -4.3535 2.5072 6.7218  -0.065
98 C -4.3819 0.6959 9.5120  0.002
99 H -5.3728 3.0764 8.5683  0.114
100 H -6.3604 3.1345 7.1220  0.123
101 H -3.5412 1.9346 7.1782  0.070
102 H -3.9873 3.5145 6.5051  0.085
103 H -4.5987 2.0103 5.7773  0.079
104 H -3.5653 0.1941 8.9885  0.097
105 H -4.4462 0.3096 10.5349  0.094
106 H -4.1660 1.7589 9.6033  0.070

Entry 6:
Molecular formula: C23H25CoN3O2S4
Method: DFT, wB97M-V/def2-TZVPD

Calculated values
2S+1 = 5
F_max = 0.48 eV Å⁻¹
Molecular weight = 562.67 g/mol
E = -113784.949 eV
Net charge = +1
⟨S²⟩ = 6.0583
Energy relative to the best compared isomer or geometry (same formula, charge and spin) = 0.0092 eV
Orbital gap (alpha / beta) = 7.670 / 5.985 eV

Last column: Löwdin charge in e.
CARTESIAN COORDINATES (ANGSTROEM)
1 Co 0.2729 -0.5951 0.4493  0.565
2 O 0.9662 -0.7659 2.3605  -0.155
3 C 2.0749 -0.5032 2.9049  -0.312
4 C 2.3575 -1.0099 4.2159  -0.001
5 C 3.5403 -0.7497 4.8234  -0.043
6 C 4.5489 0.0449 4.1942  -0.061
7 C 4.3229 0.5628 2.9653  -0.037
8 C 3.0940 0.3288 2.2702  -0.106
9 C 2.9294 0.9393 1.0285  -0.029
10 N 1.8623 0.7904 0.2476  -0.037
11 N 1.8980 1.4910 -0.8722  0.107
12 C 0.9177 1.0564 -1.7276  -0.398
13 O 0.2217 0.0329 -1.5136  -0.117
14 C 0.7165 1.8319 -2.9615  -0.159
15 C 1.3416 3.0641 -3.1483  -0.015
16 C 1.1066 3.7849 -4.3076  -0.060
17 C 0.2616 3.2757 -5.2847  -0.061
18 C -0.3564 2.0434 -5.1062  -0.061
19 C -0.1322 1.3253 -3.9458  -0.025
20 H 1.5914 -1.6041 4.6956  0.120
21 H 3.7284 -1.1488 5.8122  0.115
22 H 5.4825 0.2305 4.7057  0.111
23 H 5.0756 1.1728 2.4812  0.119
24 H 3.7222 1.5792 0.6497  0.134
25 H 2.0039 3.4455 -2.3840  0.110
26 H 1.5850 4.7442 -4.4517  0.110
27 H 0.0867 3.8386 -6.1922  0.111
28 H -1.0092 1.6475 -5.8725  0.109
29 H -0.6046 0.3650 -3.7922  0.105
30 C -3.5855 1.7407 0.3826  -0.514
31 C -2.7637 1.8352 1.6642  -0.502
32 S -1.6224 0.4946 2.0670  0.904
33 C -2.6963 -0.9359 2.2881  -0.488
34 C -3.2191 -1.6173 1.0222  -0.472
35 S -1.9044 -1.9805 -0.1674  0.922
36 C -2.5286 -1.3552 -1.7563  -0.482
37 C -3.3380 -0.0631 -1.7913  -0.504
38 S -2.5797 1.4264 -1.0908  0.907
39 H -4.0952 2.6945 0.2424  0.079
40 H -4.3621 0.9833 0.4646  0.065
41 H -3.4234 1.9541 2.5262  0.086
42 H -2.1201 2.7156 1.6328  0.080
43 H -3.5322 -0.6377 2.9232  0.092
44 H -2.0917 -1.6377 2.8658  0.078
45 H -3.9693 -1.0112 0.5278  0.049
46 H -3.6914 -2.5600 1.2983  0.085
47 H -3.1265 -2.1492 -2.2053  0.085
48 H -1.6195 -1.2411 -2.3443  0.048
49 H -4.3225 -0.1907 -1.3427  0.071
50 H -3.5213 0.1551 -2.8447  0.079
51 S 1.7103 -4.7100 -0.9937  1.077
52 C 1.3535 -4.7474 0.6752  -0.363
53 C 1.0731 -3.4986 1.1169  -0.228
54 N 1.1379 -2.5235 0.1476  -0.114
55 C 1.4624 -3.0341 -1.0105  -0.458
56 H 1.3739 -5.6656 1.2376  0.079
57 H 0.8301 -3.2169 2.1290  0.110
58 H 1.5653 -2.4423 -1.9085  0.089